Record 1
ORCA calculation (the ωB97M-V functional and the def2-TZVPD basis) on a cluster of 10 separate species, C13H43N19O9 in total at a distorted geometry.

## Properties
energy above the lowest of the compared OMol25 structures with the same formula, charge and spin	0.00	kcal/mol
HOMO-LUMO gap	10.079	eV

```
84
Properties=species:S:1:pos:R:3:forces:R:3
N 2.5207 1.9853 2.4146 0.85 -2.20 1.16
C 2.7593 1.2671 3.5903 0.39 2.31 -1.45
N 1.9465 1.6228 4.6538 0.67 -0.62 -0.53
O 3.7578 0.5680 3.6006 -0.17 -1.08 1.23
H 1.7790 2.6010 2.4773 -1.38 1.64 -0.56
H 3.2687 2.0516 1.7191 -0.45 0.18 0.36
H 1.0564 2.0405 4.4567 -0.27 0.01 -0.29
H 1.9061 1.0020 5.4380 0.19 -0.27 0.20
N 0.4274 -2.2033 6.7154 0.94 -2.03 1.18
C 0.0851 -1.1993 5.8702 -0.23 0.07 0.58
N 0.2863 -1.2732 4.5348 -0.26 -0.37 0.44
O -0.4480 -0.2204 6.3729 -0.61 1.09 0.21
H 0.8263 -3.1489 6.5551 -0.55 1.48 -0.57
H 0.2778 -2.0170 7.7123 -0.02 0.15 -0.98
H 0.0348 -0.4102 4.0776 0.05 0.21 -0.42
H 1.1146 -1.7271 4.2447 0.68 -0.54 -0.64
N -0.0755 0.9330 -6.6089 -2.15 1.68 -0.03
C -1.0122 0.6573 -5.5599 0.84 -1.34 0.34
N -1.9943 1.5402 -5.4957 -1.89 1.03 0.38
O -0.8961 -0.3240 -4.7657 0.01 1.98 -1.78
H 0.3048 0.1032 -6.9065 1.56 -2.39 -0.42
H -0.4988 1.3311 -7.4856 0.30 -0.16 1.60
H -2.7472 1.5534 -4.7808 1.01 -0.44 0.23
H -2.0353 2.4132 -5.9985 0.69 -0.32 -0.40
N 1.5488 -1.7654 -4.0195 1.09 -1.81 -2.88
C 1.8089 -1.9036 -2.7148 0.19 -0.57 -0.83
N 2.5119 -2.9921 -2.3346 0.45 -0.18 1.03
O 1.3443 -1.0685 -1.9430 -0.19 0.37 1.43
H 1.8913 -2.4664 -4.7400 -0.69 1.25 1.71
H 0.7048 -1.2966 -4.2741 -0.57 0.71 -0.22
H 2.8798 -2.9392 -1.3840 0.27 0.03 0.04
H 3.1012 -3.5517 -2.9371 -0.44 0.41 -0.26
N 2.5362 -1.3286 1.0338 -0.98 -0.95 -1.01
C 3.7912 -1.8268 0.9188 -0.37 -0.03 0.03
N 4.6290 -1.5133 1.8874 1.00 0.37 1.18
O 4.0848 -2.5565 -0.0029 0.52 -1.34 -1.50
H 2.0177 -1.4653 0.1575 0.10 0.57 0.60
H 2.4764 -0.4644 1.4946 -0.45 1.30 0.55
H 5.5908 -1.7874 1.7642 -0.20 0.12 0.15
H 4.3360 -0.8540 2.6032 0.45 0.02 -0.03
N 2.0507 2.5848 -1.2839 0.20 -3.28 -1.45
C 2.8965 3.2741 -0.4862 0.50 1.42 0.30
N 2.4872 4.6118 -0.1520 -1.62 -2.53 -1.13
O 3.9607 2.7859 -0.1239 -0.26 0.57 0.13
H 1.1039 2.8909 -1.5002 0.55 -0.26 -0.04
H 2.3834 1.5541 -1.6666 -1.26 3.78 1.61
H 1.5020 4.8647 -0.2925 1.02 -0.10 0.05
H 3.0840 5.2839 0.2490 0.80 0.22 0.52
N -0.7245 1.0713 -1.6739 0.43 -0.34 0.25
C -1.0355 1.3114 -0.3449 -0.99 1.10 -1.29
N -0.2136 0.7408 0.5593 -1.15 0.36 -0.79
O -2.0266 2.0763 -0.0372 1.94 -1.78 -0.42
H -0.1152 0.3155 -2.0457 -0.16 0.60 1.13
H -1.3204 1.4084 -2.4021 -0.78 0.53 0.07
H -0.3654 1.0273 1.5134 0.03 0.02 0.71
H 0.7124 0.6098 0.2462 1.02 -0.39 -0.28
N -2.9908 1.7819 2.5733 2.24 0.13 -1.35
C -1.9997 1.3956 3.4188 -0.19 -0.61 -0.15
N -2.4452 1.1398 4.6541 2.10 -0.03 -0.56
O -0.7731 1.2016 3.1380 -1.69 0.87 0.31
H -3.9376 1.7158 2.8672 -0.39 0.01 -0.04
H -2.6998 1.9032 1.5762 -0.55 0.06 0.60
H -1.7302 0.8495 5.2811 0.25 -0.48 1.15
H -3.3726 1.2662 4.8889 -1.74 0.20 0.76
N -4.2126 0.9987 -1.4636 -0.23 -0.30 1.97
C -4.0981 1.1013 -2.7647 -0.43 -0.33 0.08
N -4.8290 0.2128 -3.5339 0.25 0.54 -0.64
O -3.3362 1.9677 -3.1914 -0.03 0.19 -1.63
H -3.4999 1.4863 -0.9198 -0.03 0.08 0.01
H -4.6701 0.2258 -1.0305 -0.24 -0.44 0.09
H -5.5453 -0.3875 -3.1606 0.21 0.10 0.54
H -5.0835 0.5750 -4.4322 0.14 0.02 -0.36
C -0.6018 -3.1954 0.1998 -0.62 -0.04 -0.35
C -0.9856 -3.2777 -1.2877 0.08 1.38 1.60
C -1.7915 -2.0590 -1.7288 1.53 0.06 0.86
C -3.1475 -2.0977 -1.3029 -2.89 -0.46 0.93
N -4.2716 -2.2599 -1.0405 1.75 0.50 -0.31
H -0.1536 -4.1295 0.4510 0.68 -0.73 0.28
H -1.5097 -3.1829 0.8239 0.30 0.56 -0.09
H 0.1137 -2.4026 0.4240 -0.41 0.08 0.10
H -1.5851 -4.1343 -1.3481 -0.57 -1.53 -0.80
H -0.0837 -3.2871 -1.8581 0.39 -0.50 -0.59
H -1.8253 -1.9723 -2.7752 0.10 0.17 -1.64
H -1.2116 -1.2128 -1.3589 -0.62 0.19 0.04
```
Forces are in eV/Å.

Record 2
ORCA calculation (the ωB97M-V functional and the def2-TZVPD basis) on a structure of composition C3H2LiNaO3 at a distorted geometry.

## Properties
energy above the lowest of the compared OMol25 structures with the same formula, charge and spin	31.08	kcal/mol
HOMO-LUMO gap (spin up / spin down)	8.003 / 7.908	eV
2S+1	2
net charge	+1

```
10
Properties=species:S:1:pos:R:3:forces:R:3
C 1.3123 -0.8931 1.7435 -0.85 1.87 -0.81
C 0.2556 -0.9832 0.9400 1.13 -3.18 1.78
O -0.6538 -1.6355 0.5212 -0.26 1.69 -0.84
Li -1.8526 -1.1298 -0.9705 0.37 0.01 0.20
H 1.8436 -1.8013 2.0298 -0.29 0.16 -0.32
H 1.6510 0.0893 2.0723 0.07 -0.41 -0.13
O 0.2064 2.1924 -1.0462 -0.18 -1.32 0.12
C -0.2238 1.0484 -0.9539 0.09 1.81 -0.17
Na -1.3244 2.5801 -2.7949 0.18 -0.01 0.20
O -1.2144 0.5328 -1.5412 -0.24 -0.62 -0.04
```
Forces are in eV/Å.

Respective electronic energy values: -60928.331; -13901.284 eV.